28
Properties=species:S:1:pos:R:3:lowdin_charge:R:1 method="wB97M-V/def2-TZVPD" spin_multiplicity=1 energy_ev=-30700.8119 orbital_gap_ev=5.784 charge=+1
N -1.508 -1.264 -0.070 0.253
C -0.803 -1.007 -0.937 -0.343
O 0.047 -0.680 -1.889 -0.205
S 1.417 -1.635 -1.891 1.274
C 2.041 -1.115 -3.467 -0.240
C 3.025 -2.182 -4.004 -0.267
O 2.633 -3.086 -4.669 0.137
C 2.386 -0.819 -0.655 -0.184
B 2.106 0.797 -0.549 -0.669
O 2.388 1.602 -1.616 0.189
O 1.433 1.215 0.539 0.216
H 1.163 -1.095 -4.119 0.131
H 2.476 -0.119 -3.394 0.103
H 4.089 -2.035 -3.749 0.141
H 3.438 -1.056 -0.860 0.118
H 2.097 -1.336 0.264 0.105
H 3.296 1.622 -1.930 0.125
H 1.872 1.709 1.238 0.144
C -4.497 0.949 3.806 -0.022
C -3.006 1.146 3.692 -0.505
O -2.302 1.306 4.660 0.072
C -2.424 1.129 2.296 -0.037
H -4.794 0.979 4.851 0.084
H -5.022 1.730 3.253 0.086
H -4.783 -0.010 3.370 0.086
H -2.871 1.920 1.691 0.086
H -2.638 0.176 1.811 0.053
H -1.348 1.279 2.357 0.069


11
Properties=species:S:1:pos:R:3:lowdin_charge:R:1 method="wB97M-V/def2-TZVPD" relative_energy_kcal_mol=0.00 spin_multiplicity=1 smiles="OB1C=CC=C1" energy_ev=-6952.6956 orbital_gap_ev=8.617
O -1.913 -1.423 -0.014 0.191
B -0.849 -0.641 -0.051 -0.407
C -0.802 1.038 0.377 0.026
C 0.481 1.375 0.278 -0.144
C 1.336 0.257 -0.168 -0.109
C 0.670 -0.884 -0.385 -0.007
H -1.804 -2.352 -0.224 0.112
H -1.603 1.680 0.690 0.066
H 0.914 2.341 0.489 0.095
H 2.398 0.396 -0.289 0.100
H 1.172 -1.787 -0.703 0.078


78
Properties=species:S:1:pos:R:3:lowdin_charge:R:1 method="wB97M-V/def2-TZVPD" spin_multiplicity=5 energy_ev=-63294.3807 orbital_gap_ev="4.969 / 7.195"
Pt -0.882 -0.989 -0.276 0.605
Si -3.016 0.353 0.252 0.399
P -2.347 -2.829 -1.031 0.672
N -0.731 -0.256 -1.872 -0.255
H 0.323 -2.283 -0.021 -0.065
C -1.593 -4.473 -1.447 -0.281
H -2.335 -5.192 -1.840 0.042
H -1.121 -4.883 -0.539 0.034
H -0.798 -4.310 -2.194 0.040
C -3.738 -3.332 0.081 -0.265
H -4.320 -4.165 -0.352 0.046
H -4.395 -2.461 0.235 0.026
H -3.331 -3.638 1.059 0.033
C -3.224 -2.396 -2.596 -0.275
H -3.878 -3.218 -2.935 0.046
H -2.473 -2.174 -3.372 0.038
H -3.820 -1.486 -2.417 0.016
C -3.825 0.129 1.986 -0.355
H -3.108 0.368 2.794 -0.005
H -4.147 -0.917 2.137 -0.008
H -4.709 0.781 2.110 0.010
H -2.848 1.861 0.135 -0.106
H -4.186 0.139 -0.698 -0.100
C -0.741 0.412 -3.070 -0.396
C 0.305 0.949 -5.207 -0.094
C 0.325 0.259 -3.991 -0.060
C -1.824 1.268 -3.399 -0.027
C -1.832 1.947 -4.620 -0.082
C -0.771 1.793 -5.528 -0.097
H 1.134 0.827 -5.913 0.103
H 1.152 -0.407 -3.726 0.116
H -2.637 1.378 -2.675 0.089
H -2.672 2.605 -4.866 0.105
H -0.782 2.330 -6.482 0.100
C -0.836 -2.226 2.772 -0.445
O -1.392 -1.743 1.768 -0.262
C 0.659 -2.306 2.862 -0.033
H 0.990 -3.111 3.539 0.093
H 1.063 -1.352 3.249 0.069
H 1.040 -2.433 1.827 0.018
C -1.686 -2.762 3.894 -0.008
H -1.525 -3.853 3.992 0.096
H -2.749 -2.556 3.704 0.081
H -1.381 -2.312 4.857 0.096
C 5.797 -0.645 -0.668 -0.091
C 4.970 -1.421 0.146 -0.085
C 3.694 -0.962 0.480 -0.146
C 3.233 0.275 0.007 -0.351
C 4.069 1.054 -0.805 -0.112
C 5.350 0.593 -1.139 -0.082
Sb 1.186 0.802 0.462 1.490
C 1.242 1.020 2.588 -0.394
C 0.087 1.419 3.269 -0.135
C 0.115 1.578 4.659 -0.077
C 1.299 1.345 5.367 -0.084
C 2.457 0.956 4.687 -0.081
C 2.431 0.797 3.299 -0.133
C 1.071 2.673 -0.593 -0.357
C 0.824 3.832 0.150 -0.124
C 0.787 5.080 -0.481 -0.083
C 0.999 5.171 -1.860 -0.084
C 1.253 4.016 -2.604 -0.070
C 1.294 2.771 -1.969 -0.140
H 6.781 -1.008 -0.938 0.098
H 5.310 -2.384 0.505 0.100
H 3.055 -1.582 1.089 0.074
H 3.735 2.002 -1.196 0.082
H 5.990 1.187 -1.779 0.099
H -0.828 1.603 2.723 0.088
H -0.780 1.883 5.185 0.102
H 1.320 1.468 6.442 0.099
H 3.374 0.779 5.234 0.101
H 3.334 0.501 2.786 0.087
H 0.671 3.770 1.220 0.086
H 0.602 5.975 0.100 0.099
H 0.977 6.137 -2.348 0.098
H 1.433 4.085 -3.669 0.102
H 1.528 1.892 -2.534 0.073


104
Properties=species:S:1:pos:R:3:lowdin_charge:R:1 method="wB97M-V/def2-TZVPD" spin_multiplicity=1 energy_ev=-419776.3645 orbital_gap_ev=8.262
C -2.289 -4.921 -2.368 -0.082
C -2.075 -3.455 -2.993 -0.353
O -3.379 -2.870 -3.296 -0.075
C -1.115 -2.501 -2.144 -0.182
O -1.701 -1.981 -0.920 -0.053
C -1.237 -0.664 -0.613 -0.275
O -2.361 -0.129 0.180 0.039
C -2.123 -0.751 1.474 -0.346
O -3.067 -0.921 2.290 0.085
O -0.734 -1.122 1.639 0.002
C -0.110 -0.451 0.501 -0.394
P 1.710 -0.780 0.098 0.921
C 1.992 0.067 -1.610 -0.375
C 2.853 0.067 1.392 -0.329
H -2.556 -5.619 -3.254 0.092
H -1.353 -5.367 -1.886 0.073
H -3.158 -5.002 -1.636 0.027
H -1.559 -3.619 -4.020 0.145
H -3.645 -3.297 -4.147 0.102
H -0.102 -3.046 -1.967 -0.023
H -0.837 -1.579 -2.792 0.056
H -1.049 0.083 -1.460 0.171
H -0.171 0.681 0.703 0.119
H 3.133 0.081 -1.741 -0.042
H 1.580 -0.563 -2.474 -0.020
H 1.634 1.152 -1.614 -0.013
H 2.363 1.058 1.724 -0.035
H 3.865 0.356 0.939 -0.035
H 2.979 -0.587 2.329 0.050
C -1.638 0.382 -4.967 -0.996
Cl -1.709 1.312 -6.469 0.519
Cl 0.022 -0.096 -4.590 0.540
H -2.023 0.995 -4.153 0.034
H -2.249 -0.513 -5.075 0.026
C 6.857 0.700 -0.573 -1.011
Cl 6.864 1.427 1.038 0.516
Cl 5.549 -0.478 -0.736 0.553
H 6.720 1.485 -1.316 0.018
H 7.808 0.196 -0.738 -0.015
C 2.385 -5.011 -3.495 -0.977
Cl 1.615 -3.678 -2.624 0.617
Cl 1.185 -6.005 -4.330 0.515
H 3.078 -4.602 -4.228 0.030
H 2.926 -5.633 -2.782 0.032
C 3.077 3.748 -0.265 -0.949
Cl 3.683 2.521 -1.387 0.581
Cl 1.668 3.158 0.625 0.528
H 3.865 4.001 0.444 0.036
H 2.791 4.634 -0.829 0.007
C -1.370 3.367 3.143 -1.009
Cl -1.431 4.279 1.628 0.504
Cl 0.285 2.889 3.539 0.490
H -1.760 3.991 3.946 -0.035
H -1.983 2.472 3.040 0.030
C 1.062 4.210 -5.726 -1.038
Cl 1.897 2.875 -4.924 0.484
Cl 2.135 5.599 -5.941 0.503
H 0.717 3.875 -6.703 0.021
H 0.211 4.511 -5.117 0.028
C 7.442 -2.612 1.681 -1.027
Cl 8.597 -2.163 0.419 0.520
Cl 7.071 -4.339 1.623 0.510
H 7.871 -2.374 2.654 0.031
H 6.522 -2.047 1.536 -0.006
C -4.627 -6.206 0.866 -1.042
Cl -5.838 -5.931 -0.393 0.499
Cl -3.172 -6.959 0.199 0.528
H -4.358 -5.250 1.313 0.027
H -5.048 -6.864 1.627 -0.112
C 0.349 7.726 0.684 -0.998
Cl 2.021 7.157 0.659 0.503
Cl -0.009 8.722 -0.733 0.538
H -0.318 6.865 0.690 -0.009
H 0.191 8.321 1.584 0.032
C -3.464 -2.978 4.884 -1.028
Cl -3.445 -2.255 6.498 0.495
Cl -4.782 -4.147 4.723 0.490
H -3.598 -2.190 4.145 -0.006
H -2.517 -3.487 4.713 0.031
C -1.444 5.980 6.733 -1.010
Cl -0.282 6.426 5.478 0.505
Cl -1.815 4.252 6.674 0.532
H -1.021 6.218 7.708 0.028
H -2.363 6.544 6.582 0.029
C -0.395 12.191 -2.145 -1.042
Cl 0.498 13.502 -1.363 0.497
Cl -0.032 12.113 -3.873 0.498
H -0.114 11.247 -1.681 -0.044
H -1.462 12.364 -2.015 0.029
C 4.823 9.000 2.617 -1.019
Cl 5.434 7.776 1.496 0.487
Cl 3.415 8.407 3.506 0.481
H 5.609 9.252 3.327 0.027
H 4.538 9.886 2.052 0.030
C -6.941 -9.231 2.537 -0.964
Cl -6.037 -7.925 3.313 0.575
Cl -6.596 -9.306 0.805 0.560
H -6.658 -10.177 2.996 0.032
H -8.007 -9.057 2.678 0.033
C -4.020 -11.790 0.190 -1.053
Cl -2.874 -11.339 -1.079 0.499
Cl -4.394 -13.517 0.129 0.495
H -3.583 -11.556 1.160 0.029
H -4.939 -11.223 0.053 -0.044


72
Properties=species:S:1:pos:R:3:lowdin_charge:R:1 method="wB97M-V/def2-TZVPD" relative_energy_kcal_mol=31.89 spin_multiplicity=2 energy_ev=-40570.6550 orbital_gap_ev="1.823 / 9.058" charge=-1
C 10.553 14.379 4.139 -0.328
O 9.549 13.756 4.480 -0.009
N 11.037 14.391 2.876 -0.175
C 12.436 14.854 2.649 -0.060
C 10.475 13.604 1.786 -0.058
H 11.224 14.897 4.842 0.123
H 13.198 14.118 2.904 0.082
H 12.632 15.691 3.320 0.050
H 12.656 15.169 1.629 0.078
H 10.942 12.620 1.753 0.085
H 9.397 13.476 1.878 0.086
H 10.659 14.083 0.824 0.078
C 13.006 18.046 5.719 -0.321
O 12.746 16.867 5.508 -0.023
N 14.002 18.551 6.504 -0.194
C 14.913 17.750 7.313 -0.069
C 14.213 19.934 6.602 -0.183
H 12.515 18.896 5.221 0.120
H 14.522 16.740 7.428 0.087
H 15.083 18.244 8.270 0.063
H 15.887 17.729 6.823 0.053
H 13.661 20.308 7.464 0.058
H 15.279 20.117 6.738 0.053
H 13.814 20.609 5.845 0.064
C 11.417 22.268 3.727 -0.338
O 12.270 21.446 3.936 0.002
N 10.788 23.015 4.706 -0.187
C 11.158 22.918 6.124 -0.077
C 9.638 23.838 4.272 -0.065
H 11.039 22.505 2.721 0.126
H 11.803 22.069 6.348 0.066
H 10.259 22.658 6.684 0.078
H 11.596 23.842 6.502 0.078
H 8.764 23.282 4.609 0.082
H 9.626 24.784 4.813 0.078
H 9.641 23.991 3.192 0.077
C 15.208 17.436 13.850 -0.344
O 14.483 16.455 13.650 -0.019
N 15.731 18.241 12.874 -0.193
C 16.912 19.164 12.997 -0.110
C 15.144 18.120 11.575 -0.147
H 15.699 17.727 14.791 0.120
H 16.620 20.158 12.657 0.062
H 17.811 18.816 12.489 0.066
H 17.110 19.311 14.059 0.065
H 14.412 18.917 11.440 0.066
H 15.849 18.201 10.748 0.047
H 14.577 17.194 11.481 0.077
C 10.246 17.909 2.060 -0.289
O 9.034 17.690 1.866 -0.025
N 10.974 18.726 1.225 -0.179
C 12.325 19.061 1.590 -0.085
C 10.516 19.128 -0.138 -0.042
H 10.884 17.504 2.861 0.127
H 13.006 18.258 1.305 0.079
H 12.586 19.126 2.646 0.064
H 12.566 19.993 1.078 0.087
H 9.541 18.655 -0.248 0.075
H 10.553 20.193 -0.370 0.079
H 10.991 18.641 -0.990 0.077
C 18.709 19.523 3.008 -0.326
O 18.399 19.950 1.847 -0.072
N 17.985 19.710 4.134 -0.184
C 18.405 19.104 5.413 -0.137
C 16.682 20.426 4.100 -0.036
H 19.587 18.887 3.201 0.120
H 17.620 18.474 5.832 0.050
H 18.626 19.904 6.120 0.050
H 19.294 18.474 5.407 0.070
H 15.987 19.696 4.515 0.069
H 16.822 21.364 4.637 0.081
H 16.323 20.606 3.087 0.081